Formula: CH4O4Si
Source: the OMol25 dataset
Level of theory: ωB97M-V/def2-TZVPD

```
! wB97M-V def2-TZVPD RIJCOSX def2/J DEFGRID3
* xyz 0 1
O 1.895 -0.920 -0.721
C 0.714 -0.580 -0.261
O 0.426 0.661 -0.311
Si -1.084 1.263 0.122
O 0.368 -1.305 1.303
O -0.201 -1.514 -0.019
H 2.033 -1.879 -0.662
H -1.231 1.192 1.566
H -2.083 0.490 -0.607
H -0.837 2.593 -0.409
*
```

Calculated values
- Gap between HOMO and LUMO: 10.085 eV
- Energy above the lowest of the compared OMol25 structures with the same formula, charge and spin: 155.4 kcal per mole
- E: -630.83658 Eh

Here are the natural (NBO) charges for atoms 1 to 6, given in e: -0.64 1.02 -0.77 1.18 -0.44 -0.34

---

Formula: C32H39BIrN8OS4
Source: the OMol25 dataset
Level of theory: ωB97M-V/def2-TZVPD

```
! wB97M-V def2-TZVPD RIJCOSX def2/J DEFGRID3
* xyz 0 2
Ir 0.193 -0.043 -0.636
C 0.660 1.681 -4.762
N 1.865 1.806 -3.958
C 2.724 2.878 -4.030
C 3.740 2.608 -3.182
N 3.512 1.378 -2.608
B 4.696 0.769 -1.749
N 4.292 -0.431 -0.858
C 5.032 -1.594 -0.826
C 4.633 -2.321 0.238
N 3.640 -1.590 0.858
C 2.959 -1.949 2.080
C 3.421 -0.445 0.168
S 2.261 0.751 0.574
C 2.355 0.892 -3.071
S 1.559 -0.604 -2.665
H 0.042 2.570 -4.640
H 0.104 0.811 -4.435
H 0.932 1.572 -5.812
H 2.531 3.720 -4.670
H 4.619 3.176 -2.935
H 5.530 0.353 -2.525
H 5.122 1.678 -1.074
H 5.783 -1.791 -1.570
H 4.962 -3.274 0.615
H 3.305 -2.935 2.387
H 1.892 -1.967 1.886
H 3.166 -1.221 2.864
C 0.956 -5.155 1.024
N -0.200 -4.392 1.471
C -1.013 -4.797 2.515
C -1.974 -3.873 2.641
N -1.773 -2.924 1.653
C -0.653 -3.231 0.922
S 0.162 -2.512 -0.395
C -2.614 -1.748 1.555
C -3.705 -1.539 2.296
C -4.298 -0.179 2.202
C -3.776 0.749 1.402
C -2.629 0.447 0.493
N -2.111 -0.899 0.622
H 0.631 -6.102 0.595
H 1.610 -5.340 1.875
H 1.482 -4.574 0.272
H -0.810 -5.685 3.087
H -2.761 -3.784 3.365
H -4.155 -2.271 2.949
H -5.163 0.039 2.815
H -4.228 1.733 1.335
H -2.757 0.807 -0.524
N -0.005 1.958 -1.371
C -0.632 2.995 -0.615
C -1.945 3.355 -0.886
C -2.548 4.361 -0.144
C -1.841 5.021 0.853
C -0.524 4.659 1.106
C 0.082 3.644 0.384
H -0.477 1.788 -2.261
H 0.979 2.161 -1.526
H -2.481 2.855 -1.685
H -3.572 4.639 -0.362
H -2.311 5.812 1.424
H 0.039 5.161 1.884
H 1.104 3.349 0.594
C -1.171 0.265 0.897
C -0.859 0.534 2.335
C -0.177 -0.388 3.121
C 0.144 -0.107 4.440
C -0.209 1.116 4.997
C -0.896 2.043 4.226
C -1.227 1.746 2.910
H 0.115 -1.332 2.686
H 0.681 -0.839 5.032
H 0.051 1.341 6.023
H -1.176 2.999 4.651
H -1.769 2.469 2.312
C -1.510 -1.895 -3.776
S -1.915 -0.584 -2.639
C -3.600 -1.098 -2.313
O -2.029 0.689 -3.444
H -2.189 -1.812 -4.627
H -1.626 -2.851 -3.264
H -0.476 -1.756 -4.082
H -3.590 -1.894 -1.568
H -4.078 -1.425 -3.237
H -4.114 -0.226 -1.914
*
```

Calculated values
- Gap between HOMO and LUMO (alpha / beta): 5.646 / 7.066 eV
- E: -3478.03953 Eh

Here are the Löwdin charges for atoms 1 to 6, given in e: 0.49 -0.03 -0.13 -0.05 -0.06 0.00

---

Formula: H4S3
Source: the OMol25 dataset
Level of theory: ωB97M-V/def2-TZVPD

```
! wB97M-V def2-TZVPD RIJCOSX def2/J DEFGRID3
* xyz 0 1
S -1.954 0.925 0.237
S -0.343 1.557 -0.938
H -1.233 -0.055 0.804
H -0.374 2.834 -0.560
S 1.672 -1.760 0.649
H 0.803 -2.629 0.135
H 1.429 -0.872 -0.327
*
```

Calculated values
- Gap between HOMO and LUMO: 9.337 eV
- Energy above the lowest of the compared OMol25 structures with the same formula, charge and spin: 1.8 kcal per mole
- E: -1196.93537 Eh

Here are the natural (NBO) charges for atoms 1 to 6, given in e: -0.13 -0.15 0.14 0.13 -0.29 0.14

---

Formula: C4H11N2O
Source: the OMol25 dataset
Level of theory: ωB97M-V/def2-TZVPD

```
! wB97M-V def2-TZVPD RIJCOSX def2/J DEFGRID3
* xyz 1 1
C 0.534 0.279 1.010
C 1.324 0.585 -0.225
C -0.321 -0.966 0.645
C -1.996 0.894 -0.090
N 2.537 0.088 -0.513
N -1.306 -0.395 -0.506
O 0.331 -2.077 0.240
H 1.085 0.059 1.899
H -0.082 1.139 1.257
H 0.839 1.156 -0.980
H -2.194 0.823 0.928
H -1.318 1.658 -0.284
H -2.894 1.178 -0.788
H 2.968 -0.146 -1.390
H 3.239 0.041 0.107
H -0.778 -0.357 -1.336
H -2.049 -1.044 -0.590
H 0.080 -2.916 0.616
*
```

Calculated values
- Gap between HOMO and LUMO (alpha / beta): 6.636 / 8.474 eV
- Energy above the lowest of the compared OMol25 structures with the same formula, charge and spin: 119.3 kcal per mole
- E: -343.37402 Eh

Here are the natural (NBO) charges for atoms 1 to 6, given in e: -0.54 0.12 0.29 -0.41 -0.70 -0.57

---

Formula: C14H23AsIN2O
Source: the OMol25 dataset
Level of theory: ωB97M-V/def2-TZVPD

```
! wB97M-V def2-TZVPD RIJCOSX def2/J DEFGRID3
* xyz -1 1
C 3.600 1.773 1.961
C 2.929 0.484 2.426
C 1.605 0.078 1.785
I 0.108 1.619 2.107
As 1.720 -0.419 -0.246
C 1.947 -0.826 -2.259
C 2.080 0.424 -3.078
N 2.121 0.518 -4.348
C 0.781 -2.213 0.085
C -0.584 -2.071 0.748
C -1.759 -2.132 -0.184
O -1.758 -2.603 -1.294
N -2.976 -1.610 0.396
C -3.248 -0.230 0.125
C -4.253 0.382 0.876
C -4.580 1.713 0.668
C -3.885 2.462 -0.281
C -2.866 1.860 -1.007
C -2.548 0.519 -0.817
H 3.976 1.697 0.943
H 2.919 2.623 2.021
H 4.451 1.989 2.615
H 2.765 0.572 3.508
H 3.626 -0.351 2.293
H 1.210 -0.758 2.365
H 0.322 0.265 -0.576
H 2.462 0.963 -0.477
H 3.137 -1.118 0.083
H 1.062 -1.350 -2.636
H 2.830 -1.453 -2.419
H 2.129 1.373 -2.535
H 2.067 -0.422 -4.751
H 0.655 -2.690 -0.889
H 1.445 -2.857 0.667
H -0.761 -2.881 1.470
H -0.696 -1.143 1.318
H -3.731 -2.182 0.032
H -4.768 -0.194 1.636
H -5.365 2.184 1.247
H -4.118 3.506 -0.449
H -2.306 2.428 -1.740
H -1.744 0.074 -1.388
*
```

Calculated values
- Gap between HOMO and LUMO: 6.678 eV
- Energy above the lowest of the compared OMol25 structures with the same formula, charge and spin: 0.0 kcal per mole
- E: -3265.36772 Eh

Here are the natural (NBO) charges for atoms 1 to 6, given in e: -0.61 -0.46 -0.58 -0.03 0.97 -0.84

---

Formula: C27H42Cl3EuN4O3SSi
Source: the OMol25 dataset
Level of theory: ωB97M-V/def2-TZVPD

```
! wB97M-V def2-TZVPD RIJCOSX def2/J DEFGRID3
* xyz 0 7
C -3.712 1.741 1.684
C -4.278 0.450 1.150
H -3.782 2.570 0.960
H -2.645 1.624 1.922
H -4.228 2.049 2.616
C -5.470 0.408 0.499
C -6.256 1.616 0.102
H -5.924 -0.542 0.213
H -5.655 2.294 -0.525
H -6.636 2.190 0.961
H -7.145 1.366 -0.494
Eu -0.245 -0.486 2.747
Cl 0.070 2.110 2.265
Cl -0.671 -2.833 3.667
C 2.037 -2.712 1.897
O 1.639 -1.558 1.616
N 2.833 -3.469 1.142
C 3.201 -3.104 -0.233
C 3.163 -4.819 1.576
H 1.715 -3.193 2.828
H 3.698 -2.120 -0.273
H 2.335 -3.122 -0.923
H 3.914 -3.858 -0.589
H 3.573 -4.762 2.592
H 3.910 -5.241 0.897
H 2.271 -5.461 1.574
H 1.126 6.501 -1.222
H -0.439 3.491 -1.564
C 1.338 6.026 -2.194
C 0.076 3.888 -2.451
N 1.298 4.577 -2.101
H 2.346 6.338 -2.497
C 2.395 3.861 -1.754
O 2.431 2.642 -1.641
H 0.315 3.052 -3.111
H 3.292 4.507 -1.579
H 0.590 6.363 -2.922
H -0.564 4.590 -2.984
O -2.261 -0.625 2.012
C -3.584 -0.858 1.579
C -4.400 -2.123 -0.703
C -3.800 -2.096 0.588
H -4.626 -1.207 -1.259
C -4.769 -3.351 -1.335
H -4.116 -1.169 2.511
C -3.514 -3.335 1.146
H -5.308 -3.361 -2.298
C -4.434 -4.565 -0.748
C -3.767 -4.542 0.486
H -3.074 -3.354 2.150
H -4.632 -5.528 -1.253
H -3.444 -5.476 0.940
Si -1.315 -0.335 -2.171
Cl -2.734 0.992 -1.617
C -2.149 -0.924 -3.713
C -1.088 -2.038 -1.256
C 0.139 0.561 -1.342
H -2.056 -2.017 -3.746
H -1.699 -0.434 -4.585
H -3.223 -0.669 -3.657
H 0.658 1.275 -2.009
H 0.831 -0.204 -0.969
H -0.186 1.104 -0.436
H -1.971 -2.682 -1.108
H -0.660 -1.834 -0.262
H -0.372 -2.629 -1.859
N 2.274 3.775 1.374
C 3.341 3.007 1.338
N 3.365 1.733 1.681
C 4.588 1.164 1.475
C 4.940 -0.156 1.812
C 6.247 -0.596 1.593
C 7.206 0.273 1.037
C 6.877 1.593 0.684
C 5.568 2.031 0.900
S 4.880 3.639 0.767
H 2.389 4.794 1.276
H 1.437 3.374 1.820
H 4.172 -0.769 2.274
H 6.531 -1.606 1.892
H 8.225 -0.088 0.886
H 7.600 2.280 0.252
*
```

Calculated values
- Gap between HOMO and LUMO (alpha / beta): 5.988 / 7.391 eV
- Energy above the lowest of the compared OMol25 structures with the same formula, charge and spin: 25.4 kcal per mole
- E: -4277.50191 Eh

Here are the Löwdin charges for atoms 1 to 6, given in e: -0.08 -0.28 0.07 -0.01 0.09 -0.16

---

Formula: C20H29N2SSc
Source: the OMol25 dataset
Level of theory: ωB97M-V/def2-TZVPD

```
! wB97M-V def2-TZVPD RIJCOSX def2/J DEFGRID3
* xyz 2 1
C -1.748 -0.205 -0.807
H -2.036 -1.248 -0.893
H -2.592 0.359 -0.419
H -1.385 -0.916 0.767
C -1.324 0.348 -2.183
H -0.736 1.283 -2.019
H -0.630 -0.375 -2.657
C -2.438 0.630 -3.196
H -1.971 0.965 -4.133
H -3.017 -0.272 -3.429
H -3.143 1.412 -2.884
C 1.234 1.810 1.761
C 0.818 2.451 0.544
C -0.620 2.511 0.544
C -1.083 1.846 1.721
C 0.054 1.406 2.469
C 0.024 0.865 3.845
C -2.491 1.782 2.168
C -1.457 3.285 -0.403
C 1.716 3.017 -0.484
C 2.630 1.611 2.222
Sc 0.198 0.137 0.320
H -2.647 0.905 2.811
H -2.760 2.688 2.743
H -3.175 1.713 1.309
H -0.892 0.289 4.032
H 0.897 0.227 4.064
H 0.056 1.704 4.564
H 3.323 1.665 1.371
H 2.949 2.365 2.968
H 2.740 0.609 2.669
H 1.193 3.121 -1.444
H 2.120 4.005 -0.198
H 2.565 2.336 -0.641
H -2.396 2.768 -0.623
H -1.713 4.277 0.005
H -0.928 3.444 -1.349
N 2.009 -1.526 1.961
C 1.854 -2.242 0.774
N 0.995 -1.888 -0.186
C 0.895 -2.888 -1.183
C -0.118 -2.999 -2.142
C -0.110 -4.125 -2.987
C 0.874 -5.107 -2.830
C 1.876 -5.001 -1.835
C 1.844 -3.894 -0.996
S 2.883 -3.588 0.405
H 2.740 -1.981 2.494
H 1.152 -1.411 2.546
H -0.887 -2.231 -2.176
H -0.868 -4.217 -3.765
H 0.870 -5.977 -3.495
H 2.657 -5.745 -1.722
*
```

Calculated values
- Gap between HOMO and LUMO (alpha / beta): 5.332 / 5.332 eV
- E: -2047.30292 Eh

Here are the natural (NBO) charges for atoms 1 to 6, given in e: -0.57 0.24 0.25 0.14 -0.44 0.23

---

Formula: C30H26N2O2PTi
Source: the OMol25 dataset
Level of theory: ωB97M-V/def2-TZVPD

```
! wB97M-V def2-TZVPD RIJCOSX def2/J DEFGRID3
* xyz 0 2
Ti -0.144 -0.759 -0.468
C -0.505 0.481 -4.394
C -0.605 -0.530 -3.283
O -0.368 -0.098 -2.071
C -0.952 -1.843 -3.516
C -1.000 -2.802 -2.483
C -1.469 -4.205 -2.754
N -0.612 -2.473 -1.254
N -0.599 -3.478 -0.322
C -0.366 -3.019 0.873
O -0.263 -1.733 1.093
C -0.128 -4.035 1.912
C 0.885 -3.876 2.855
C 1.208 -4.917 3.707
C 0.518 -6.117 3.643
C -0.513 -6.269 2.728
C -0.826 -5.241 1.862
H 0.529 0.809 -4.502
H -1.092 1.360 -4.131
H -0.857 0.067 -5.334
H -1.212 -2.151 -4.518
H -1.682 -4.353 -3.811
H -2.370 -4.403 -2.173
H -0.712 -4.913 -2.418
H 1.439 -2.947 2.884
H 2.014 -4.804 4.418
H 0.781 -6.933 4.302
H -1.063 -7.198 2.685
H -1.604 -5.358 1.125
C -1.630 3.541 -3.009
C -0.297 3.570 -2.628
C 0.111 2.927 -1.475
C -0.813 2.241 -0.692
C -2.148 2.195 -1.091
C -2.555 2.852 -2.238
P -0.358 1.454 0.906
C -0.414 2.986 1.926
C -1.160 4.091 1.527
C -1.224 5.218 2.325
C -0.555 5.255 3.535
C 0.163 4.147 3.957
C 0.218 3.012 3.169
C 1.442 1.199 0.617
C 2.448 2.065 1.036
C 3.766 1.756 0.746
C 4.069 0.611 0.027
C 3.058 -0.234 -0.419
C 1.721 0.028 -0.123
H -1.951 4.048 -3.909
H 0.424 4.096 -3.239
H 1.154 2.943 -1.183
H -2.868 1.658 -0.478
H -3.591 2.819 -2.542
H -1.681 4.081 0.582
H -1.797 6.072 1.994
H -0.605 6.139 4.152
H 0.679 4.177 4.907
H 0.768 2.142 3.505
H 2.208 2.975 1.572
H 4.560 2.409 1.078
H 5.104 0.385 -0.195
H 3.323 -1.120 -0.997
*
```

Calculated values
- Gap between HOMO and LUMO (alpha / beta): 6.810 / 7.857 eV
- Energy above the lowest of the compared OMol25 structures with the same formula, charge and spin: 0.0 kcal per mole
- E: -2609.61871 Eh

Here are the natural (NBO) charges for atoms 1 to 6, given in e: 1.37 -0.67 0.49 -0.71 -0.42 0.32

---

Formula: C7H10F2IN2OS
Source: the OMol25 dataset
Level of theory: ωB97M-V/def2-TZVPD

```
! wB97M-V def2-TZVPD RIJCOSX def2/J DEFGRID3
* xyz 1 1
C 1.241 1.468 -1.581
C 0.927 0.258 -0.832
N 1.157 -0.947 -1.112
C 0.711 -1.813 0.065
N 1.397 -2.944 0.346
O 0.711 -0.934 1.126
C 0.006 0.205 0.568
C 0.215 1.345 1.427
C -1.473 -0.306 0.584
C -2.382 0.694 -0.075
F -1.983 1.105 -1.356
F -2.403 1.833 0.682
I -4.519 0.073 -0.153
S -1.281 -1.912 -0.174
H 0.530 2.353 -1.536
H 1.462 1.317 -2.652
H 2.170 1.812 -1.093
H 1.534 -1.201 -2.003
H 1.402 -3.803 -0.157
H 1.432 -3.088 1.349
H -0.292 2.154 1.078
H 1.338 1.640 1.553
H -0.338 1.181 2.271
H -1.565 -0.490 1.674
*
```

Calculated values
- Gap between HOMO and LUMO: 8.596 eV
- Energy above the lowest of the compared OMol25 structures with the same formula, charge and spin: 0.0 kcal per mole
- E: -1352.78846 Eh

Here are the natural (NBO) charges for atoms 1 to 6, given in e: -0.73 0.50 -0.48 0.54 -0.84 -0.50

---

Formula: C36H27BrIrN3O5PS
Source: the OMol25 dataset
Level of theory: ωB97M-V/def2-TZVPD

```
! wB97M-V def2-TZVPD RIJCOSX def2/J DEFGRID3
* xyz 2 6
Ir -0.081 0.842 -0.903
C 4.644 -0.487 2.065
C 5.126 0.253 0.975
C 4.266 0.802 0.067
C 2.851 0.594 0.221
C 2.376 -0.159 1.342
C 3.260 -0.676 2.241
N 1.962 1.105 -0.644
N 2.519 2.076 -1.480
C 1.633 2.922 -1.974
C 2.071 4.026 -2.744
C 1.134 4.913 -3.229
C -0.213 4.698 -2.958
C -0.592 3.575 -2.215
N 0.292 2.723 -1.740
H 5.339 -0.910 2.777
H 6.192 0.388 0.850
H 4.624 1.360 -0.782
H 1.312 -0.242 1.506
H 2.892 -1.224 3.098
H 3.130 4.141 -2.921
H 1.444 5.766 -3.817
H -0.975 5.369 -3.324
H -1.633 3.355 -2.019
O -1.512 0.703 -2.365
S -2.827 0.259 -1.698
O -3.965 0.813 -2.344
O -2.617 0.543 -0.278
C -2.796 -1.487 -1.902
C -3.851 -2.109 -2.544
C -3.816 -3.485 -2.723
C -2.731 -4.216 -2.269
C -1.673 -3.581 -1.633
C -1.691 -2.204 -1.437
P -0.262 -1.473 -0.568
C 1.164 -2.058 -1.517
C 2.361 -2.479 -0.940
C 3.460 -2.748 -1.745
C 3.376 -2.590 -3.121
C 2.189 -2.163 -3.700
C 1.086 -1.896 -2.904
C -0.336 -2.242 1.060
C -1.118 -1.612 2.027
C -1.292 -2.203 3.268
C -0.697 -3.425 3.545
C 0.058 -4.069 2.575
C 0.235 -3.486 1.330
H -4.682 -1.514 -2.899
H -4.637 -3.983 -3.220
H -2.704 -5.288 -2.412
H -0.828 -4.166 -1.290
H 2.445 -2.605 0.129
H 4.381 -3.094 -1.294
H 4.234 -2.807 -3.743
H 2.118 -2.046 -4.773
H 0.160 -1.571 -3.366
H -1.600 -0.670 1.802
H -1.898 -1.710 4.017
H -0.834 -3.885 4.515
H 0.504 -5.033 2.783
H 0.806 -4.010 0.575
Br -5.011 5.087 4.923
C -3.710 4.137 4.063
C -4.011 3.534 2.811
C -3.039 2.827 2.168
C -1.754 2.721 2.754
C -1.472 3.289 4.021
C -2.431 4.010 4.666
C -0.700 1.914 2.045
O -0.079 1.128 2.747
O -0.626 2.121 0.793
H -5.001 3.649 2.391
H -3.215 2.348 1.213
H -0.491 3.141 4.452
H -2.245 4.479 5.622
*
```

Calculated values
- Gap between HOMO and LUMO (alpha / beta): 7.592 / 4.818 eV
- E: -5345.76563 Eh

Here are the Löwdin charges for atoms 1 to 6, given in e: 1.40 0.01 -0.03 0.03 -0.22 -0.03

---

Formula: C5H10O3S
Source: the OMol25 dataset
Level of theory: ωB97M-V/def2-TZVPD

```
! wB97M-V def2-TZVPD RIJCOSX def2/J DEFGRID3
* xyz 0 1
C 1.214 -2.437 2.562
S 1.746 -1.737 1.003
C 0.368 -0.485 0.865
C 0.545 0.149 -0.586
C -0.554 1.210 -0.774
O -1.707 0.710 -0.290
C -0.679 1.452 -2.326
O 0.074 1.118 -3.132
O -1.779 2.234 -2.614
H 1.877 -3.253 3.035
H 0.101 -3.065 2.519
H 1.315 -1.544 3.419
H -0.768 -0.996 0.873
H 0.601 0.396 1.463
H 1.636 0.898 -0.494
H 0.551 -0.648 -1.214
H -0.299 2.316 -0.316
H -2.557 1.348 -0.528
H -1.683 2.333 -3.466
*
```

Calculated values
- Gap between HOMO and LUMO: 9.009 eV
- Energy above the lowest of the compared OMol25 structures with the same formula, charge and spin: 77.4 kcal per mole
- E: -820.30009 Eh

Here are the natural (NBO) charges for atoms 1 to 6, given in e: -0.81 0.20 -0.54 -0.39 0.01 -0.72